Below is a cluster of 2 separate species, H3INPS in total at a distorted geometry, with properties calculated with ωB97M-V/def2-TZVPD.

**LUMO energy**: 0.073 eV
**HOMO level**: -8.5 eV
**SMILES string**: [nH]1[pH]s1.I
**Energy above the lowest of the compared OMol25 structures with the same formula, charge and spin**: 31.6 kJ/mol
**Electronic energy**: -29761.78095 eV

Positions of all 7 atoms, in Å:
N -1.1507 -0.9697 -0.3327
P -1.2068 0.7527 -0.0197
S -0.6698 -0.8359 1.3245
I 2.5217 0.2110 -0.2229
H -0.3412 -1.3503 -0.9708
H -2.4858 0.6370 0.6266
H 3.3326 1.5552 -0.4049

Atomic forces in eV per Å
N 1.038 -1.288 -2.272
P 0.005 -1.110 1.092
S 0.647 0.492 0.392
I -0.175 -0.426 0.150
H -1.832 1.452 1.566
H 0.024 0.429 -0.763
H 0.293 0.452 -0.165

From a natural (NBO) analysis of the wavefunction, the atomic charges in e read:
1. N -1.03
2. P 0.64
3. S 0.04
4. I -0.09
5. H 0.39
6. H -0.04
7. H 0.10